The following is a DFT calculation (wB97M-V/def2-TZVPD) of C36H59N7O4S4 as an isolated structure in a non-equilibrium geometry.

Calculated values
E = -3682.967744 Ha
ΔE to the lowest compared entry with this formula, charge and spin = 602.8 kcal per mole
gap between HOMO and LUMO = 7.54 eV

The geometry in ORCA input format:
```
! RIJCOSX wB97M-V def2-TZVPD def2/J DEFGRID3
* xyz 0 1
C -3.07857 -0.34614 -2.08846
S -2.83547 -1.32795 -3.63893
O -4.01630 -2.30872 -3.73159
C -1.37764 -2.25166 -3.04747
H -3.94635 0.22242 -2.42278
H -2.21334 0.31650 -2.10805
H -3.18865 -0.86584 -1.13667
H -0.61440 -1.57335 -2.66607
H -1.03370 -2.75570 -3.95065
H -1.85755 -2.86712 -2.28656
C -1.25650 -0.36420 4.61569
S 0.26415 -1.43262 4.56245
O -0.19454 -2.86079 5.03564
C 0.46694 -1.52968 2.72770
H -1.12636 0.58841 4.10218
H -1.49556 -0.08222 5.64109
H -2.11393 -0.85461 4.15480
H 1.07675 -0.74924 2.27258
H -0.46461 -1.70400 2.18926
H 1.04620 -2.44013 2.57391
C -1.72283 4.93569 2.02953
S -3.08613 4.97885 0.78197
O -3.15484 6.48657 0.44301
C -2.43264 4.06567 -0.73394
H -0.88959 5.57878 1.74622
H -1.21227 3.99130 2.21809
H -2.05618 5.37546 2.96952
H -3.25589 4.16885 -1.44084
H -2.26794 3.03262 -0.42770
H -1.61026 4.69069 -1.08198
C 4.67759 0.49903 -1.71494
S 3.39732 0.04740 -0.47342
O 2.45608 -0.89321 -1.14082
C 2.50429 1.67389 -0.23066
H 4.34089 0.79000 -2.70996
H 5.25921 -0.42184 -1.75754
H 5.28031 1.33386 -1.35732
H 1.87833 1.51699 0.64779
H 1.88332 1.94436 -1.08466
H 3.25965 2.45970 -0.23496
N 3.74993 -1.36294 2.42695
C 4.87139 -2.03968 2.19758
C 4.77759 -2.78614 1.08789
C 3.52166 -2.51569 0.53821
C 2.93135 -1.56982 1.33496
H 3.56216 -0.78697 3.23510
H 5.61301 -1.88878 2.96805
H 5.57522 -3.37198 0.65550
H 3.02678 -2.86262 -0.35685
H 2.01765 -1.00655 1.21546
N -3.81876 -1.77538 0.92050
C -4.44046 -2.80192 1.62254
C -3.36644 -3.43381 2.25870
C -2.16858 -2.71912 1.94481
C -2.44891 -1.80663 0.98137
H -4.28290 -1.23916 0.20137
H -5.51437 -2.86405 1.52629
H -3.50935 -4.14526 3.05859
H -1.24648 -2.92755 2.46699
H -1.81462 -1.23021 0.32425
N 0.72604 -0.25294 -1.03559
C 0.27268 -0.34608 0.24657
C -0.85113 0.43597 0.38007
C -1.04166 0.95442 -0.90865
C -0.00699 0.60095 -1.78735
H 1.64184 -0.57619 -1.31292
H 0.80201 -1.05207 0.86930
H -1.55333 0.62618 1.17828
H -1.75203 1.75523 -1.05175
H 0.32780 0.85436 -2.78239
N 0.56530 5.65827 -3.02755
C 0.91681 4.72026 -2.09661
C -0.11704 3.75840 -2.13169
C -1.18494 4.21237 -2.90724
C -0.69824 5.33114 -3.57274
H 1.15950 6.46681 -3.14280
H 1.84037 4.79219 -1.54141
H -0.11160 2.76967 -1.69721
H -2.04129 3.58865 -3.11713
H -1.15090 6.05119 -4.23835
N -4.14248 1.67582 3.61554
C -3.01042 1.07157 3.13602
C -1.94512 1.92712 2.95560
C -2.43768 3.13730 3.50056
C -3.77446 2.95011 3.86770
H -5.05538 1.31591 3.85466
H -3.05718 0.02372 2.87869
H -0.97302 1.61287 2.60537
H -2.01250 4.12868 3.44776
H -4.49390 3.62078 4.31380
N 3.38058 -1.17691 -2.71658
C 4.00377 -2.42102 -2.41821
C 4.42172 -2.85163 -3.68243
C 4.23666 -1.78470 -4.58421
C 3.56234 -0.79946 -3.99378
H 3.11200 -0.66198 -1.89026
H 3.97750 -2.90399 -1.45257
H 4.71895 -3.80949 -4.08313
H 4.45639 -1.82572 -5.64082
H 3.24668 0.18392 -4.30958
N 0.91956 -4.71670 -0.03985
C 1.12160 -3.38348 0.09899
C -0.02096 -2.85481 -0.46539
C -0.88163 -3.80944 -0.90096
C -0.32631 -5.02509 -0.58551
H 1.55440 -5.41347 0.32287
H 2.01329 -3.10538 0.64117
H -0.14829 -1.78658 -0.56061
H -1.78556 -3.57492 -1.44345
H -0.72879 -6.02538 -0.64747
*
```

The following is a DFT calculation (wB97M-V/def2-TZVPD) of a 7-piece molecular cluster, C36H62Cl12F8N3O2 overall in a non-equilibrium geometry.

Calculated values
E = -8044.010929 Ha
gap between HOMO and LUMO = 7.05 eV

The geometry in ORCA input format:
```
! RIJCOSX wB97M-V def2-TZVPD def2/J DEFGRID3
* xyz 1 1
C 2.31915 -6.61450 -4.39926
C 2.14417 -5.22614 -4.11859
C 2.32535 -3.63155 -3.70442
C 3.07353 -3.41346 -2.26593
C 2.07205 -2.86372 -1.05580
C 0.78703 -3.85862 -0.94566
C -0.66004 -3.25065 -1.36968
C -1.30894 -3.89055 -2.75422
C -1.33639 -5.55499 -2.74556
C -2.08288 -5.99174 -4.17058
N 1.77334 -1.38736 -1.12797
O 1.75213 -0.80886 0.08533
C 2.64036 -0.64747 -2.12181
N 2.02913 0.29003 -2.96400
C 0.51247 0.53198 -2.82450
C 0.12457 1.45957 -1.51856
C -1.03922 2.54160 -1.92373
C -2.53335 1.90592 -2.14779
F -2.83471 0.70553 -1.33189
F -2.74806 1.55039 -3.59078
C -3.67522 3.04444 -1.71156
F -5.01138 2.71117 -2.33220
F -3.32747 4.41224 -2.19750
F -3.79637 3.00400 -0.20597
C 2.74346 1.07901 -4.03813
C 2.16486 0.76228 -5.57536
C 2.62480 2.71876 -3.72982
C 4.07968 3.38859 -4.14177
N 4.11463 -0.96546 -2.22859
C 4.95274 -0.24972 -1.19353
O 5.34540 1.06274 -1.80558
C 6.59747 0.92961 -2.56676
C 4.39736 -2.44992 -2.29683
C 5.41900 -2.70361 -3.55403
F 6.78795 -2.23820 -3.11486
F 5.02671 -1.73151 -4.64035
F 5.47038 -4.11367 -4.02379
H 2.38858 -7.61182 -5.05259
H 2.88005 -3.12585 -4.62792
H 1.27826 -3.10709 -3.63624
H 3.42091 -4.49535 -1.90154
H 2.70524 -3.02166 -0.05525
H 1.07594 -4.85810 -1.53099
H 0.70488 -4.19987 0.19504
H -1.42631 -3.55219 -0.50490
H -0.73453 -2.09032 -1.46928
H -2.45935 -3.57172 -2.73111
H -0.87378 -3.43533 -3.73986
H -1.89177 -6.00731 -1.81979
H -0.26982 -6.03896 -2.78812
H -3.00582 -5.26506 -4.32386
H -2.43212 -7.13129 -4.13991
H -1.28130 -5.81812 -5.00928
H 2.60765 -0.94049 0.58958
H -0.06125 -0.51292 -2.81406
H 0.06645 1.10625 -3.76986
H -0.35139 0.73651 -0.71305
H 1.10868 1.93497 -1.09512
H -0.68028 3.04904 -2.94126
H -1.08452 3.38956 -1.11788
H 3.90513 0.87211 -4.10864
H 2.00142 -0.41392 -5.67433
H 1.16934 1.37454 -5.78051
H 2.96823 1.06530 -6.38234
H 1.70146 3.21626 -4.24810
H 2.52313 2.87695 -2.55493
H 4.77416 3.59226 -3.19318
H 3.96872 4.45792 -4.66066
H 4.71424 2.74154 -4.88338
H 4.39577 0.02325 -0.20123
H 5.95450 -0.78174 -0.90652
H 6.95517 2.04065 -2.81044
H 6.43370 0.39181 -3.59893
H 7.44921 0.46166 -1.90629
H 5.01897 -2.71054 -1.31120
Cl -2.77153 -5.29565 1.63124
C -4.25185 -4.30672 1.68309
C -5.16881 -4.58193 0.50190
Cl -4.47644 -4.00659 -1.03472
H -3.95563 -3.25397 1.72754
H -4.76514 -4.55551 2.61767
H -6.11820 -4.05586 0.63817
H -5.38341 -5.65017 0.39890
Cl -2.76446 1.76517 3.73906
C -3.35899 3.36218 3.22126
C -3.79814 4.22097 4.39659
Cl -5.26978 3.59064 5.17668
H -4.17463 3.20613 2.50825
H -2.53361 3.85011 2.69260
H -4.03122 5.23237 4.05105
H -3.01478 4.29337 5.15745
Cl 1.63148 5.84865 7.18104
C 0.09436 5.11821 7.70614
C -0.23518 3.85247 6.93086
Cl -0.62954 4.19116 5.22753
H -0.69270 5.87171 7.60229
H 0.20322 4.88433 8.77021
H -1.11215 3.36655 7.36843
H 0.59492 3.13953 6.95205
Cl 9.76671 -0.81723 -1.39941
C 10.32870 -2.00208 -2.60453
C 11.14371 -3.12044 -1.97462
Cl 12.71436 -2.54517 -1.36329
H 10.90161 -1.46521 -3.36714
H 9.43413 -2.41698 -3.08033
H 11.35738 -3.89051 -2.72161
H 10.60780 -3.59100 -1.14446
Cl -8.48348 5.09892 9.22953
C -7.63611 6.45627 8.44748
C -6.21954 6.08877 8.03515
Cl -5.15417 5.83856 9.44014
H -7.64829 7.30655 9.13660
H -8.22210 6.72672 7.56301
H -5.78177 6.90006 7.44622
H -6.20014 5.17854 7.42779
Cl -9.11809 0.30918 8.13207
C -9.73947 1.36621 6.84034
C -10.54456 2.53313 7.38978
Cl -12.08398 2.00591 8.11354
H -10.33351 0.75265 6.15574
H -8.86853 1.74093 6.29275
H -10.79559 3.22501 6.58049
H -9.98414 3.08693 8.14940
*
```

Q: What is the formula in the second record?
A: C36H62Cl12F8N3O2

Q: E of number 1 (C36H59N7O4S4)?
A: -3682.967744 Ha

Q: Which of these has the highest E?
A: C36H59N7O4S4